# 1
Formula: C19H16F6N3O5OsS2
Source: the Open Molecules 2025 dataset
Level of theory: ωB97M-V/def2-TZVPD

Charge: +3
Multiplicity: 5
Expectation value of S²: 6.0342
Frontier orbital gap (spin up / spin down) (eV): 7.761 / 4.439

```
52
Properties=species:S:1:pos:R:3:lowdin_spin:R:1
Os -1.052 -1.366 0.089 2.506
F -1.981 -0.918 5.616 0.000
C -1.896 -0.321 4.469 -0.001
F -2.836 0.581 4.313 0.000
F -0.689 0.233 4.305 0.001
S -2.030 -1.555 3.053 0.013
O -1.620 -0.644 1.902 0.085
O -3.300 -2.136 2.848 0.011
N -0.852 -2.513 3.405 0.002
S 0.164 -3.240 2.489 0.014
O -0.134 -2.914 1.045 0.081
O 0.413 -4.594 2.739 -0.001
C 1.701 -2.198 2.782 0.004
F 1.377 -0.949 2.323 0.003
F 2.722 -2.635 2.062 0.000
F 2.027 -2.113 4.036 0.002
N -0.887 -2.242 -1.871 0.019
C -1.351 -1.266 -2.859 0.002
C -1.150 -1.379 -4.209 0.008
C -1.701 -0.420 -5.078 -0.003
C -2.478 0.599 -4.591 0.010
C -2.704 0.727 -3.201 0.000
C -3.528 1.713 -2.618 0.043
C -3.670 1.765 -1.247 0.003
C -2.973 0.867 -0.448 0.024
N -2.184 -0.086 -0.961 0.024
C -2.085 -0.196 -2.332 0.012
H -1.533 -3.039 -1.865 0.009
H 0.004 -2.646 -2.153 0.007
H -0.589 -2.211 -4.619 0.000
H -1.527 -0.508 -6.141 0.000
H -2.926 1.317 -5.265 0.000
H -4.055 2.418 -3.250 0.002
H -4.310 2.500 -0.781 0.000
H -3.042 0.914 0.630 0.000
C 2.897 -0.780 -0.823 0.003
C 1.975 0.298 -0.359 0.013
O 0.754 0.203 -0.456 0.082
C 2.578 1.542 0.210 0.038
C 3.933 1.897 0.023 0.297
C 4.489 3.073 0.594 0.139
C 3.721 3.852 1.427 0.020
C 2.365 3.534 1.581 0.298
C 1.801 2.355 1.009 0.195
H 2.362 -1.719 -0.947 0.000
H 3.731 -0.932 -0.139 0.001
H 3.312 -0.484 -1.793 0.001
H 4.596 1.245 -0.536 0.011
H 5.520 3.340 0.399 0.004
H 4.155 4.708 1.926 -0.002
H 1.714 4.239 2.088 0.011
H 0.767 2.083 1.178 0.007
```



# 2
Formula: C19H16FN3O2
Source: the Open Molecules 2025 dataset
Level of theory: ωB97M-V/def2-TZVPD

Energy relative to the best compared isomer or geometry (same formula, charge and spin) (eV): 0.000
Charge: 0
SMILES string: O=C(N/N=C/c1ccc[nH]1)c1ccccc1OCc1ccc(F)cc1
Frontier orbital gap (eV): 8.512

```
41
Properties=species:S:1:pos:R:3:mulliken_charge:R:1
O -0.900 2.917 -2.555 -0.649
C -0.535 2.518 -1.472 0.146
N 0.662 2.922 -0.948 -0.327
N 1.126 2.483 0.232 0.027
C 2.258 2.888 0.663 -0.089
C 2.741 2.432 1.926 0.289
C 3.915 2.720 2.604 -0.836
C 3.882 2.009 3.810 -0.432
C 2.698 1.309 3.840 -0.528
N 2.019 1.571 2.703 0.010
H 1.119 1.213 2.428 0.190
H 2.307 0.653 4.592 0.404
H 4.637 2.009 4.570 0.415
H 4.699 3.367 2.264 0.415
H 2.890 3.585 0.104 0.371
H 1.225 3.564 -1.514 0.274
C -1.317 1.604 -0.589 0.308
C -1.705 2.008 0.679 -0.242
C -2.478 1.180 1.474 -0.806
C -2.861 -0.060 0.996 -0.701
C -2.474 -0.484 -0.263 -0.446
C -1.698 0.342 -1.070 0.788
O -1.234 0.015 -2.303 -0.381
C -1.647 -1.196 -2.892 -0.950
C -1.072 -2.429 -2.236 0.244
C -1.724 -3.651 -2.353 -0.387
C -1.199 -4.789 -1.770 -0.576
C -0.015 -4.686 -1.062 0.374
C 0.655 -3.484 -0.930 -0.593
C 0.120 -2.357 -1.526 -0.124
H 0.627 -1.408 -1.437 0.464
H 1.577 -3.440 -0.372 0.450
F 0.500 -5.792 -0.484 -0.329
H -1.693 -5.744 -1.853 0.423
H -2.651 -3.713 -2.905 0.385
H -2.743 -1.257 -2.925 0.429
H -1.280 -1.130 -3.923 0.364
H -2.773 -1.462 -0.605 0.320
H -3.466 -0.713 1.608 0.410
H -2.782 1.503 2.458 0.417
H -1.408 2.982 1.035 0.480
```



# 3
Formula: C19H16N2O5S
Source: the Open Molecules 2025 dataset
Level of theory: ωB97M-V/def2-TZVPD

Energy relative to the best compared isomer or geometry (same formula, charge and spin) (eV): 0.341
Charge: 0
SMILES string: COc1cc(/C=C2\NC(=S)NC2=O)ccc1OCc1cccc(C(=O)O)c1
Frontier orbital gap (eV): 7.549

```
43
Properties=species:S:1:pos:R:3:mulliken_charge:R:1
C -1.377 -0.579 -3.020 -0.997
H -2.085 -1.177 -3.591 0.256
O -2.128 0.011 -1.987 -0.462
C -1.500 0.860 -1.125 0.889
C -0.156 1.179 -1.185 -0.919
C 0.417 2.091 -0.290 0.901
C -0.422 2.791 0.576 -0.930
C -1.747 2.426 0.693 -0.426
C -2.280 1.399 -0.078 0.297
O -3.520 0.934 0.256 -0.495
C -3.701 -0.483 0.262 -0.813
C -2.426 -1.231 0.561 0.384
C -1.546 -0.735 1.515 -0.230
C -0.251 -1.235 1.603 0.684
C 0.143 -2.300 0.794 -0.630
C -0.771 -2.869 -0.073 -0.865
C -2.038 -2.322 -0.208 -0.655
H -2.724 -2.727 -0.938 0.459
H -0.482 -3.715 -0.677 0.446
H 1.155 -2.672 0.860 0.564
C 0.749 -0.575 2.471 0.212
O 1.942 -0.627 2.291 -0.587
O 0.207 0.134 3.468 -0.461
H 0.906 0.556 3.992 0.376
H -1.841 0.079 2.158 0.634
H -4.456 -0.656 1.037 0.391
H -4.104 -0.810 -0.704 0.313
H -2.385 2.885 1.431 0.494
H -0.012 3.553 1.220 0.451
C 1.852 2.247 -0.195 -0.648
C 2.733 1.232 -0.312 0.245
N 2.472 -0.106 -0.555 0.431
C 3.603 -0.849 -0.463 0.141
S 3.702 -2.471 -0.626 -0.383
N 4.639 0.024 -0.261 -0.012
C 4.199 1.329 -0.136 -0.191
O 4.890 2.296 0.064 -0.625
H 5.598 -0.273 -0.157 0.196
H 1.554 -0.520 -0.505 -0.377
H 2.252 3.209 0.088 0.475
H 0.467 0.750 -1.953 0.732
H -0.934 0.176 -3.677 0.373
H -0.591 -1.230 -2.624 0.361
```



# 4
Formula: C19H16N3O6Pt
Source: the Open Molecules 2025 dataset
Level of theory: ωB97M-V/def2-TZVPD

Energy relative to the best compared isomer or geometry (same formula, charge and spin) (eV): 0.360
Charge: +3
Frontier orbital gap (spin up / spin down) (eV): 2.627 / 2.829

```
45
Properties=species:S:1:pos:R:3:mulliken_charge:R:1
Pt -0.020 -0.013 0.015 0.944
O -1.509 -5.852 3.171 -0.487
C -2.064 -4.686 3.716 -0.517
C -1.595 -3.542 2.873 0.174
C -1.862 -2.223 3.201 -0.924
C -1.406 -1.174 2.367 0.060
N -0.721 -1.402 1.267 -0.313
C -0.438 -2.701 0.916 0.398
C -0.868 -3.778 1.709 -0.443
C 0.310 -2.842 -0.291 0.609
C 0.723 -4.074 -0.839 -0.291
C 1.457 -4.101 -2.010 0.213
C 1.925 -5.376 -2.666 -0.714
O 1.342 -5.519 -3.937 -0.447
C 1.744 -2.875 -2.621 -0.661
C 1.313 -1.663 -2.037 -0.057
N 0.624 -1.646 -0.911 -0.330
H -1.730 -6.619 3.711 0.334
H -1.759 -4.511 4.754 0.388
H -3.161 -4.696 3.697 0.367
H -2.419 -1.971 4.096 0.486
H -1.605 -0.139 2.610 0.425
H -0.642 -4.802 1.444 0.615
H 0.475 -5.000 -0.336 0.293
H 1.763 -6.241 -2.018 0.369
H 3.000 -5.291 -2.836 0.345
H 0.391 -5.368 -3.923 0.334
H 2.303 -2.846 -3.550 0.506
H 1.535 -0.706 -2.489 0.469
O 0.775 1.285 -1.337 -0.604
C 0.738 2.523 -1.329 0.105
C 0.103 3.350 -0.328 0.552
C 0.165 4.713 -0.482 -0.592
C -0.442 5.551 0.475 -0.063
C -1.117 5.076 1.589 -0.658
C -1.194 3.715 1.767 -0.219
C -0.591 2.803 0.822 0.782
O -0.707 1.558 1.057 -0.696
N -0.347 7.028 0.257 1.012
O -0.844 7.717 1.108 -0.491
O 0.259 7.366 -0.734 -0.509
H 1.233 3.037 -2.157 0.497
H 0.667 5.185 -1.320 0.622
H -1.560 5.779 2.283 0.575
H -1.705 3.280 2.616 0.544
```



# 5
Formula: C19H16NO3PPdS
Source: the Open Molecules 2025 dataset
Level of theory: ωB97M-V/def2-TZVPD

Energy relative to the best compared isomer or geometry (same formula, charge and spin) (eV): 0.760
Charge: +1
Multiplicity: 2
Expectation value of S²: 0.7613
Frontier orbital gap (spin up / spin down) (eV): 7.168 / 6.380

```
42
Properties=species:S:1:pos:R:3:lowdin_spin:R:1
Pd 0.484 -1.179 0.839 0.462
O 0.383 0.215 4.681 0.020
C 0.484 0.188 3.494 0.004
O 0.225 -0.919 2.790 0.113
C 0.909 1.367 2.620 -0.001
P 0.256 1.026 0.959 -0.001
C 1.230 1.859 -0.282 -0.002
C 2.046 2.936 0.065 -0.001
C 2.762 3.594 -0.923 0.000
C 2.672 3.173 -2.242 -0.001
C 1.864 2.097 -2.587 0.000
C 1.142 1.436 -1.609 -0.001
C -1.458 1.546 0.884 0.003
C -1.835 2.602 0.057 0.000
C -3.158 3.019 0.042 0.001
C -4.093 2.384 0.846 -0.001
C -3.716 1.328 1.667 0.000
C -2.402 0.897 1.683 -0.001
H 2.002 1.370 2.581 0.000
H 0.569 2.316 3.030 0.000
H 2.119 3.272 1.091 0.000
H 3.391 4.434 -0.661 0.000
H 3.238 3.686 -3.008 0.000
H 1.798 1.774 -3.617 0.000
H 0.507 0.598 -1.876 0.000
H -1.105 3.103 -0.566 0.000
H -3.454 3.841 -0.594 0.000
H -5.125 2.710 0.829 0.000
H -4.448 0.838 2.293 0.000
H -2.115 0.064 2.314 -0.001
O 1.391 -2.981 0.519 0.100
N 0.922 -3.783 -0.433 0.005
C 1.698 -4.829 -0.802 -0.003
C 1.203 -5.771 -1.661 0.001
C -0.103 -5.636 -2.139 -0.001
C -0.868 -4.557 -1.761 0.009
C -0.336 -3.604 -0.891 0.030
S -1.202 -2.189 -0.381 0.264
H 2.682 -4.833 -0.361 0.000
H 1.828 -6.604 -1.945 0.000
H -0.508 -6.372 -2.819 0.000
H -1.875 -4.416 -2.125 0.003
```



# 6
Formula: C19H16NO5P
Source: the Open Molecules 2025 dataset
Level of theory: ωB97M-V/def2-TZVPD

Charge: 0
SMILES string: O=CNc1ccc(OP(=O)(Oc2ccccc2)Oc2ccccc2)cc1
Frontier orbital gap (eV): 9.409

```
42
Properties=species:S:1:pos:R:3:mulliken_charge:R:1
O -6.861 -1.189 -1.454 -0.551
C -5.859 -0.674 -1.030 0.082
N -4.883 -1.368 -0.398 -0.202
C -3.681 -0.923 0.149 1.525
C -3.238 0.394 0.051 -0.698
C -2.033 0.769 0.616 -0.711
C -1.255 -0.163 1.285 0.277
C -1.682 -1.479 1.383 -0.551
C -2.885 -1.852 0.820 -0.635
H -3.216 -2.878 0.899 0.295
H -1.063 -2.196 1.899 0.465
O -0.068 0.225 1.880 -0.471
P 1.303 0.152 1.072 0.785
O 2.444 0.590 1.858 -0.792
O 1.263 -1.358 0.560 0.011
C 2.309 -1.968 -0.099 0.598
C 2.217 -3.342 -0.279 -0.503
C 3.227 -4.012 -0.946 -0.465
C 4.323 -3.319 -1.431 -0.510
C 4.406 -1.949 -1.248 -0.759
C 3.399 -1.268 -0.584 -0.178
H 3.456 -0.202 -0.430 0.427
H 5.258 -1.403 -1.622 0.368
H 5.110 -3.845 -1.950 0.381
H 3.156 -5.081 -1.085 0.378
H 1.357 -3.867 0.107 0.412
O 1.035 0.910 -0.326 -0.355
C 1.013 2.283 -0.441 0.231
C 0.949 3.122 0.660 0.238
C 0.903 4.493 0.468 -0.837
C 0.915 5.023 -0.811 -0.491
C 0.977 4.177 -1.906 -0.493
C 1.027 2.807 -1.727 -0.423
H 1.077 2.132 -2.567 0.433
H 0.989 4.584 -2.906 0.383
H 0.878 6.092 -0.954 0.388
H 0.857 5.146 1.326 0.386
H 0.949 2.696 1.651 0.436
H -1.691 1.790 0.539 0.502
H -3.821 1.137 -0.468 0.166
H -5.070 -2.360 -0.295 0.177
H -5.657 0.404 -1.120 0.283
```



# 7
Formula: C19H17BBrN2O5PtSTe
Source: the Open Molecules 2025 dataset
Level of theory: ωB97M-V/def2-TZVPD

Energy relative to the best compared isomer or geometry (same formula, charge and spin) (eV): 0.375
Charge: +1
Multiplicity: 5
Expectation value of S²: 6.0148
Frontier orbital gap (spin up / spin down) (eV): 6.177 / 5.930

```
48
Properties=species:S:1:pos:R:3:lowdin_spin:R:1
Pt -0.445 -0.104 -0.851 1.362
O 1.912 0.496 1.970 0.127
S 1.370 -0.662 1.271 0.033
O 1.876 -1.931 1.905 0.107
O -0.122 -0.615 1.320 0.090
O 1.715 -0.602 -0.168 0.093
O 0.050 0.219 -3.906 0.009
C -0.285 0.213 -2.851 0.070
Br -5.243 -1.704 1.965 0.003
C -4.502 -0.530 0.709 0.004
C -5.257 0.479 0.131 -0.005
C -4.649 1.317 -0.792 0.004
C -3.319 1.119 -1.102 0.009
N -2.600 0.140 -0.542 0.112
C -3.171 -0.673 0.352 0.008
H -6.297 0.605 0.398 0.000
H -5.202 2.113 -1.269 0.001
H -2.809 1.743 -1.823 0.003
H -2.544 -1.444 0.780 0.001
Te 0.757 2.379 0.585 0.661
C 0.242 4.412 0.527 0.107
C 0.372 5.244 1.631 0.011
C 0.097 6.597 1.481 0.000
C -0.301 7.096 0.250 0.000
C -0.435 6.251 -0.842 0.009
C -0.169 4.895 -0.710 0.034
C 2.673 2.627 -0.172 0.046
C 3.654 3.209 0.621 0.016
C 4.912 3.415 0.079 0.000
C 5.173 3.047 -1.235 0.012
C 4.186 2.461 -2.012 0.001
C 2.925 2.235 -1.479 0.023
H 0.680 4.857 2.594 0.004
H 0.196 7.261 2.330 0.000
H -0.510 8.151 0.141 0.000
H -0.748 6.646 -1.800 0.001
H -0.271 4.244 -1.572 0.007
H 3.465 3.493 1.648 0.003
H 5.689 3.859 0.687 0.000
H 6.158 3.210 -1.653 0.001
H 4.398 2.162 -3.030 0.000
H 2.171 1.745 -2.082 0.005
B 0.670 -4.018 0.635 0.422
C -0.081 -3.091 -0.344 0.197
N -0.595 -2.272 -0.990 0.276
H 0.026 -4.475 1.518 0.035
H 1.481 -2.774 1.530 0.064
H 1.729 -4.415 0.283 0.037
```



# 8
Formula: C19H17BClFN2O5
Source: the Open Molecules 2025 dataset
Level of theory: ωB97M-V/def2-TZVPD

Charge: 0
SMILES string: O=C(NCc1cc(F)cc(Cl)c1)[C@@]1(O)CCN(c2ccc3c(c2)COB3O)C1=O
Frontier orbital gap (eV): 9.335

```
46
Properties=species:S:1:pos:R:3:mulliken_charge:R:1
O 2.673 -0.560 1.872 -0.597
O -1.032 -1.566 0.191 -0.754
F 6.674 -2.449 -3.611 -0.305
Cl 5.983 -4.091 1.178 -0.224
O -6.201 2.548 -3.083 -0.573
O -5.635 4.110 -1.261 -0.428
O 0.106 -2.142 2.868 -0.631
B -5.634 2.793 -1.817 0.497
C 1.764 -1.027 1.262 -0.205
C -0.809 -0.718 1.002 -0.140
C 6.371 -3.060 -1.234 -0.564
C -4.133 0.537 -1.368 -1.123
C -3.146 0.105 -0.514 -0.538
C -3.158 2.156 0.735 -0.503
C 4.824 -1.526 -2.297 -0.387
C 4.447 -2.203 -0.081 -0.034
C 6.009 -2.289 -2.352 0.095
C 5.596 -2.962 -0.082 -0.021
C -4.593 1.851 -1.216 0.153
C -2.593 0.863 0.526 0.585
C -4.155 2.621 -0.106 0.067
C 3.999 -1.526 -1.203 0.606
N 1.755 -1.486 -0.092 -0.065
N -1.354 0.475 1.294 0.264
C -4.711 3.984 -0.204 -0.498
C 2.587 -0.861 -1.138 -0.908
C -0.730 1.145 2.394 -0.408
C 0.316 0.251 2.937 -1.334
C 0.366 -0.953 1.988 1.879
H -6.688 3.394 -3.289 0.306
H -0.608 -2.658 2.428 0.412
H 7.045 -3.888 -1.185 0.441
H -4.496 -0.017 -2.193 0.516
H -2.595 -0.851 -0.740 0.418
H -2.931 2.789 1.565 0.428
H 4.701 -0.770 -3.092 0.328
H 3.840 -2.192 0.888 0.173
H 0.919 -2.029 -0.434 0.304
H -5.244 4.220 0.707 0.311
H -3.871 4.740 -0.204 0.257
H 2.144 -1.125 -2.077 0.507
H 2.586 0.244 -1.005 0.327
H -1.591 1.418 3.092 0.343
H -0.305 2.127 2.009 0.315
H 1.347 0.699 3.026 0.284
H 0.159 -0.124 3.919 0.426
```